{
  "formula": "C7H9NO2",
  "method": "wB97M-V/def2-TZVPD",
  "elements": ["C", "C", "C", "C", "C", "C", "C", "N", "O", "O", "H", "H", "H", "H", "H", "H", "H", "H", "H"],
  "positions_angstrom": [[-3.016, 0.806, 2.101], [-1.909, 0.382, 1.891], [1.043, 0.569, 1.141], [0.624, 0.349, -1.434], [1.753, 0.327, -0.267], [-0.556, -0.198, -0.549], [-0.693, -1.687, -0.646], [-0.144, 0.109, 0.886], [1.534, 1.161, 2.039], [2.961, 1.016, -0.418], [-3.965, 1.053, 2.368], [0.486, 1.317, -1.961], [0.896, -0.488, -2.075], [2.015, -0.703, -0.195], [-1.591, 0.287, -0.703], [-1.685, -1.903, -1.195], [-0.858, -2.180, 0.258], [0.208, -2.154, -1.013], [2.897, 1.934, -0.230]],
  "e_tot_ev": -12983.247,
  "gap_ev": 8.5,
  "relative_energy_ev": 7.2479
}

---

{
  "formula": "C2HCl4OPS",
  "method": "wB97M-V/def2-TZVPD",
  "elements": ["C", "C", "O", "P", "S", "Cl", "Cl", "Cl", "Cl", "H"],
  "positions_angstrom": [[1.847, -0.312, -1.076], [2.088, -0.814, 0.077], [-0.481, -0.325, 1.063], [-1.730, 0.360, 0.661], [2.453, -1.638, 1.313], [0.857, 1.092, -1.348], [-3.297, 0.169, 1.967], [-2.428, -0.308, -1.101], [-1.463, 2.348, 0.459], [2.154, -0.573, -2.014]],
  "e_tot_ev": -74352.298,
  "gap_ev": 7.8,
  "smiles": "O=P(Cl)(Cl)Cl.S=C=CCl",
  "relative_energy_ev": 0.6587
}

---

{
  "formula": "C54H42Cl2N3O6P2STi",
  "method": "wB97M-V/def2-TZVPD",
  "elements": ["Ti", "O", "C", "O", "C", "C", "C", "C", "C", "N", "C", "O", "O", "H", "H", "H", "Cl", "C", "C", "C", "C", "C", "Cl", "C", "S", "H", "H", "H", "O", "C", "C", "C", "C", "C", "C", "P", "C", "C", "C", "C", "C", "C", "C", "C", "C", "C", "C", "C", "C", "C", "C", "C", "C", "C", "P", "C", "C", "C", "C", "C", "C", "C", "C", "C", "C", "C", "C", "H", "H", "H", "H", "H", "H", "H", "H", "H", "H", "H", "H", "H", "H", "H", "H", "H", "H", "H", "H", "H", "H", "H", "H", "H", "H", "H", "H", "N", "C", "N", "C", "C", "O", "C", "C", "H", "H", "H", "H", "H", "H", "H", "H"],
  "positions_angstrom": [[0.280, -0.858, -0.147], [0.191, 2.831, -1.498], [0.469, 1.672, -1.240], [-0.176, 0.910, -0.370], [1.562, 0.903, -1.890], [2.359, 1.240, -2.966], [3.223, 0.280, -3.498], [3.268, -1.014, -2.938], [2.453, -1.304, -1.874], [1.633, -0.352, -1.348], [2.272, -2.584, -1.124], [3.055, -3.526, -1.170], [1.195, -2.545, -0.386], [2.289, 2.238, -3.378], [3.838, 0.519, -4.355], [3.916, -1.788, -3.327], [-1.647, -2.075, 0.797], [-2.770, -2.521, -0.465], [-3.932, -3.173, -0.104], [-4.847, -3.533, -1.077], [-4.577, -3.236, -2.407], [-3.411, -2.581, -2.747], [-3.121, -2.226, -4.415], [-2.451, -2.177, -1.789], [-1.025, -1.321, -2.236], [-4.114, -3.394, 0.941], [-5.762, -4.040, -0.805], [-5.279, -3.506, -3.185], [0.224, 1.709, 2.902], [-0.724, 1.041, 3.630], [-0.378, 0.170, 4.656], [-1.368, -0.538, 5.314], [-2.696, -0.335, 4.976], [-3.036, 0.563, 3.976], [-2.063, 1.246, 3.250], [-2.255, 2.554, 1.929], [-3.185, 3.731, 3.035], [-2.454, 4.860, 3.406], [-2.978, 5.798, 4.286], [-4.242, 5.604, 4.821], [-4.990, 4.498, 4.438], [-4.474, 3.578, 3.539], [-3.648, 2.036, 0.845], [-4.672, 1.125, 1.081], [-5.683, 0.946, 0.145], [-5.674, 1.656, -1.044], [-4.640, 2.544, -1.305], [-3.644, 2.739, -0.363], [1.335, 2.236, 3.492], [1.285, 2.772, 4.778], [2.382, 3.441, 5.289], [3.518, 3.612, 4.516], [3.568, 3.075, 3.241], [2.504, 2.343, 2.716], [2.624, 1.486, 1.063], [3.323, 2.952, 0.177], [4.509, 2.966, -0.553], [4.867, 4.085, -1.294], [4.050, 5.204, -1.312], [2.875, 5.207, -0.570], [2.512, 4.090, 0.160], [4.150, 0.492, 1.376], [4.746, 0.279, 2.619], [5.856, -0.550, 2.741], [6.371, -1.207, 1.635], [5.775, -1.023, 0.396], [4.681, -0.181, 0.272], [0.667, 0.048, 4.913], [-1.102, -1.236, 6.097], [-3.475, -0.873, 5.501], [-4.084, 0.737, 3.787], [-1.466, 4.997, 2.982], [-2.401, 6.674, 4.556], [-4.653, 6.320, 5.523], [-5.982, 4.353, 4.850], [-5.091, 2.748, 3.217], [-4.688, 0.525, 1.978], [-6.469, 0.228, 0.347], [-6.456, 1.495, -1.776], [-4.600, 3.073, -2.248], [-2.820, 3.415, -0.567], [0.383, 2.678, 5.369], [2.341, 3.855, 6.289], [4.364, 4.157, 4.915], [4.457, 3.205, 2.636], [5.165, 2.106, -0.544], [5.787, 4.077, -1.866], [4.324, 6.068, -1.904], [2.233, 6.079, -0.574], [1.579, 4.082, 0.711], [4.354, 0.767, 3.501], [6.318, -0.686, 3.713], [7.229, -1.860, 1.742], [6.149, -1.540, -0.479], [4.225, -0.046, -0.698], [1.090, -1.070, 1.718], [1.434, -1.881, 2.467], [1.793, -2.971, 3.110], [2.224, -2.947, 4.503], [3.746, -2.944, 4.557], [4.270, -4.060, 3.863], [3.901, -4.029, 2.483], [2.392, -4.060, 2.319], [1.848, -3.850, 4.989], [1.814, -2.071, 5.005], [4.101, -3.023, 5.586], [4.122, -2.019, 4.104], [4.353, -4.904, 2.021], [4.304, -3.124, 2.012], [1.987, -5.004, 2.691], [2.127, -3.931, 1.269]],
  "e_tot_ev": -151012.613,
  "gap_ev": [4.5, 4.5],
  "relative_energy_ev": 0.2305,
  "charge": -1
}

---

{
  "formula": "C8H9Cl4F7O5P",
  "method": "wB97M-V/def2-TZVPD",
  "elements": ["C", "C", "O", "C", "O", "C", "C", "F", "F", "C", "F", "F", "C", "F", "F", "F", "P", "O", "O", "O", "H", "H", "H", "H", "H", "H", "H", "H", "H", "C", "Cl", "Cl", "Cl", "Cl"],
  "positions_angstrom": [[2.030, -1.177, -0.242], [2.580, 0.247, -0.269], [4.024, 0.152, -0.369], [2.114, 1.052, -1.483], [0.738, 1.295, -1.643], [-0.067, 1.652, -0.479], [-1.474, 1.508, -0.938], [-2.338, 2.153, -0.088], [-1.725, 2.028, -2.202], [-2.070, 0.070, -1.050], [-3.378, 0.171, -1.405], [-1.455, -0.633, -2.017], [-2.050, -0.800, 0.256], [-3.204, -1.471, 0.385], [-1.895, -0.094, 1.369], [-1.087, -1.719, 0.210], [0.190, 3.322, 0.099], [-0.345, 4.541, -0.534], [1.810, 3.459, 0.266], [-0.289, 3.214, 1.655], [1.408, -1.345, 0.642], [2.865, -1.884, -0.238], [1.398, -1.359, -1.118], [2.351, 0.767, 0.666], [4.356, 1.043, -0.554], [2.653, 2.013, -1.485], [2.430, 0.475, -2.364], [2.080, 3.199, 1.155], [-0.173, 2.291, 1.925], [-2.295, -4.827, 1.967], [-3.608, -4.635, 0.805], [-2.211, -3.414, 3.014], [-2.597, -6.271, 2.957], [-0.767, -5.021, 1.106]],
  "e_tot_ev": -97083.254,
  "gap_ev": 5.9,
  "charge": -1
}

---

{
  "formula": "C4H11O3",
  "method": "wB97M-V/def2-TZVPD",
  "elements": ["C", "O", "C", "C", "C", "O", "H", "H", "H", "H", "H", "H", "H", "H", "H", "H", "H", "O"],
  "positions_angstrom": [[-3.334, 0.378, 0.076], [-3.402, -0.503, 1.080], [-1.871, 0.711, 0.124], [-0.858, -0.268, -0.086], [0.587, 0.153, -0.169], [3.844, -0.784, 1.026], [-3.909, 1.329, 0.232], [-3.639, 0.067, -0.953], [-1.662, 1.560, 0.804], [-1.200, -0.334, 1.037], [-1.130, -1.119, -0.688], [1.019, -0.043, -1.145], [1.188, -0.421, 0.531], [0.701, 1.203, 0.062], [3.275, -1.457, 1.406], [2.826, 0.053, -1.549], [3.804, -0.421, -0.384], [3.761, -0.105, -1.404]],
  "e_tot_ev": -10464.914,
  "gap_ev": 5.6,
  "relative_energy_ev": 4.7650,
  "charge": -1
}

---

{
  "formula": "C7H16NO7Rb",
  "method": "wB97M-V/def2-TZVPD",
  "elements": ["Rb", "C", "N", "C", "C", "C", "C", "O", "H", "H", "H", "H", "H", "H", "H", "H", "H", "H", "H", "H", "H", "H", "O", "C", "O", "O", "H", "O", "C", "O", "O", "H"],
  "positions_angstrom": [[-3.970, 24.675, 7.695], [-5.340, 28.227, 7.327], [-6.593, 28.347, 8.234], [-7.243, 29.739, 8.256], [-7.730, 27.552, 7.601], [-6.159, 27.954, 9.688], [-7.306, 27.456, 10.575], [-8.064, 28.626, 11.042], [-5.713, 28.406, 6.319], [-5.006, 27.191, 7.373], [-4.525, 28.857, 7.683], [-8.238, 29.696, 8.698], [-7.396, 30.126, 7.249], [-6.485, 30.319, 8.782], [-7.887, 27.936, 6.593], [-8.621, 27.650, 8.221], [-7.404, 26.513, 7.543], [-5.534, 28.654, 10.241], [-5.483, 27.125, 9.476], [-6.844, 26.950, 11.422], [-7.800, 26.621, 10.079], [-7.834, 28.701, 11.971], [-0.567, 22.306, 7.571], [-1.442, 21.940, 8.602], [-2.190, 22.799, 9.022], [-1.525, 20.810, 9.002], [-0.166, 21.444, 7.431], [-4.602, 25.979, 5.292], [-5.830, 25.686, 4.928], [-6.558, 24.833, 5.515], [-6.207, 26.396, 3.974], [-4.615, 26.653, 4.608]],
  "e_tot_ev": -23987.261,
  "gap_ev": [7.3, 3.5],
  "s_squared": 0.76,
  "multiplicity": 2,
  "charge": 1
}

---

Which F_max belongs to each record? In order, 6.8 2.7 2.7 0.5 1.9 6.5 eV/A.